Entry 1:
Density functional theory data (the ωB97M-V functional and the def2-TZVPD basis) for the molecule C4H5NO.

As for the SMILES: Cc1ncco1.

Atoms and positions in Å:
C -1.340 1.100 -0.712
C -0.234 0.249 -0.157
N -0.422 -1.013 0.049
C 0.772 -1.468 0.567
C 1.648 -0.451 0.657
O 1.008 0.686 0.185
H -1.102 2.143 -0.927
H -2.181 1.066 -0.008
H -1.690 0.614 -1.630
H 0.917 -2.498 0.847
H 2.621 -0.415 1.131

---

Entry 2:
Density functional theory data (the ωB97M-V functional and the def2-TZVPD basis) for a structure of composition C34H34IN7OSr at a distorted geometry.

Atoms and positions in Å:
Sr 0.208 -0.650 -0.245
C -0.018 -3.592 -0.618
C -0.133 -3.619 0.906
C 1.131 -3.225 1.598
C 1.779 -4.136 2.432
C 2.928 -3.749 3.095
C 3.401 -2.462 2.896
C 2.696 -1.626 2.047
N 1.590 -1.994 1.411
N -0.590 -2.403 -1.172
C -0.133 -2.116 -2.493
C 1.348 -1.994 -2.578
C 2.010 -2.362 -3.746
C 3.384 -2.249 -3.799
C 4.056 -1.791 -2.674
C 3.311 -1.439 -1.564
N 1.993 -1.534 -1.523
C -2.015 -2.355 -1.071
C -2.550 -0.971 -0.878
C -3.719 -0.785 -0.147
C -4.194 0.496 0.036
C -3.501 1.553 -0.539
C -2.352 1.270 -1.253
N -1.885 0.038 -1.413
H -0.491 -4.499 -1.041
H 1.036 -3.637 -0.901
H -0.437 -4.612 1.239
H -0.897 -2.914 1.231
H 1.377 -5.132 2.559
H 3.436 -4.435 3.757
H 4.291 -2.105 3.390
H 3.015 -0.611 1.866
H -0.569 -1.167 -2.810
H -0.466 -2.882 -3.222
H 1.448 -2.726 -4.594
H 3.919 -2.520 -4.696
H 5.129 -1.701 -2.666
H 3.775 -1.073 -0.659
H -2.338 -2.952 -0.218
H -2.496 -2.798 -1.967
H -4.218 -1.634 0.295
H -5.085 0.669 0.621
H -3.836 2.571 -0.414
H -1.767 2.050 -1.723
C -0.497 3.709 1.545
C -0.035 2.540 0.722
N -0.172 1.326 1.116
N -0.753 1.118 2.325
C -1.178 -0.112 2.489
O -1.197 -0.981 1.566
C -1.639 -0.442 3.857
C -1.724 -1.768 4.263
C -2.059 -2.078 5.567
C -2.320 -1.067 6.474
C -2.257 0.258 6.071
C -1.916 0.570 4.771
C 0.744 2.736 -0.567
C 0.159 3.814 -1.452
C 0.288 3.735 -2.789
C 0.832 2.568 -3.380
C 1.067 1.495 -2.561
N 0.935 1.448 -1.233
H -0.695 3.338 2.549
H -1.417 4.128 1.140
H 0.255 4.491 1.585
H -1.506 -2.551 3.552
H -2.112 -3.110 5.881
H -2.573 -1.310 7.495
H -2.470 1.044 6.779
H -1.844 1.591 4.433
H -0.290 4.664 -0.965
H -0.060 4.539 -3.421
H 0.937 2.485 -4.449
H 1.376 0.559 -3.018
I 3.097 2.162 1.345
C 2.114 3.332 -0.193
H 2.778 3.308 -1.052
H 2.032 4.345 0.191

---

no.,LUMO (Eh),E (a.u.)
1,0.0383,-285.399079
2,0.0056,-2102.960588